1.
19
Properties=species:S:1:pos:R:3 method="wB97M-V/def2-TZVPD" gap_ev=9.37 max_force_ev_per_a=0.69 multiplicity=1 e_lumo_ev=0.92 smiles="CCN=[PH3].C=C=C" de_lowest_ev=3.225
C -2.27652 -0.01113 1.93315
C -1.49239 0.49565 0.72921
N -0.89413 -0.56150 -0.05470
P 0.31469 -1.42506 0.37458
H -1.62982 -0.61576 2.57180
H -2.66354 0.82537 2.51035
H -3.11173 -0.62836 1.60880
H -2.17096 1.02344 0.05099
H -0.73700 1.21597 1.06993
H 1.53906 -0.89893 0.79435
H 0.20710 -2.42007 1.36443
H 0.65257 -2.17041 -0.72522
C 1.59723 1.33731 -0.97751
C 1.96498 0.59448 -1.97207
C 2.34587 -0.18565 -2.93063
H 0.65352 1.85762 -0.97916
H 2.24729 1.50926 -0.13300
H 2.89949 0.17706 -3.78116
H 2.11554 -1.23964 -2.91942

---

2.
19
Properties=species:S:1:pos:R:3 method="wB97M-V/def2-TZVPD" gap_ev="8.56 / 6.65" max_force_ev_per_a=5.02 s_squared=2.0119 multiplicity=3 e_lumo_ev="1.05 / -1.62" de_lowest_ev=3.912
C -1.76125 -0.23787 0.71660
C -2.60644 -0.68453 -0.55906
C 2.71982 0.28354 -0.13765
C 0.66696 -1.03523 0.54688
C 1.14981 0.12730 -0.32414
N 0.56532 1.35811 -0.01054
P -0.94091 1.34679 0.40871
H -2.46494 -0.06506 -1.42345
H -2.24457 -1.68762 -0.63251
H -3.62170 -0.66317 -0.26230
H 3.23153 -0.71473 -0.29656
H 2.99900 0.89390 -0.94087
H 2.93032 0.84112 0.66723
H -0.62147 -1.01175 0.54451
H 0.86749 -0.65282 1.61951
H 0.95077 -2.13908 0.37322
H 1.08257 -0.17064 -1.35954
H -1.16345 2.10588 1.50346
H -1.73883 2.10585 -0.43353

---

3.
19
Properties=species:S:1:pos:R:3 method="wB97M-V/def2-TZVPD" gap_ev=7.08 max_force_ev_per_a=4.03 total_charge=+1 multiplicity=1 e_lumo_ev=-4.48 de_lowest_ev=5.401
C -1.88848 -0.39442 0.20305
C -2.01006 -1.81393 -0.10251
C 1.80824 1.73464 -0.64757
C 0.56175 0.29025 1.18337
C 1.68309 -0.60431 -0.58780
N 1.34521 0.48062 0.01436
S -3.10801 0.67244 -0.29222
H -2.89971 -2.08255 0.55214
H -1.20045 -2.47394 0.18942
H -2.30864 -1.84867 -1.14585
H 0.88016 2.25233 -0.77328
H 2.59403 2.10123 0.05562
H 2.37758 1.30700 -1.56630
H 0.74488 1.08135 1.90512
H -0.39632 0.44954 0.85066
H 0.75301 -0.71148 1.58271
H 1.30133 -1.62860 -0.36771
H 2.51756 -0.69731 -1.30952
H -2.75517 1.88578 0.25630